[1]
24
Properties=species:S:1:pos:R:3:forces:R:3 method="wB97M-V/def2-TZVPD" e_homo_ev=-23.201 total_charge=+4 total_energy_ha=-2107.2651 e_lumo_ev=-18.58
La -1.91614 -0.49965 -4.93398 -4.8 1.1 2.1
In 1.07406 -0.74723 -0.93414 -1.3 1.7 -0.6
Cl -2.50926 -2.69624 -3.82627 0.4 0.1 0.1
Cl -0.35142 0.95402 -2.88550 0.6 -1.4 0.3
C 1.44292 1.71612 -0.30591 -0.9 3.6 -0.2
C -0.09711 -1.89095 -5.66897 6.9 -4.6 -2.6
C -0.12831 0.55288 -6.26243 6.8 3.4 -4.2
O 1.17541 2.82771 -0.28596 1.1 -3.9 0.1
O 0.87433 -2.41929 -6.01999 -4.7 2.4 1.7
O 0.82590 0.94790 -6.78727 -4.6 -1.8 2.5
C 1.61381 -0.38464 2.86777 0.2 0.2 0.9
N 0.36989 -1.05308 2.41287 -0.4 0.3 -2.4
C -0.55915 -0.33195 1.71450 1.0 1.0 2.6
S -1.16512 -0.84472 0.17382 0.3 -0.6 -0.1
N -1.00144 0.82242 2.24749 -0.7 -1.8 -1.2
C -1.05441 1.05119 3.69474 0.1 0.2 0.7
H 1.46404 0.69585 2.97114 0.0 -0.3 0.1
H 2.43168 -0.57290 2.15803 -0.1 -0.1 0.1
H 1.89236 -0.81022 3.83997 0.1 0.2 -0.2
H 0.55979 -1.95644 1.96852 -0.3 0.1 0.7
H -1.71913 1.28884 1.69061 0.3 0.3 0.1
H -0.44743 1.92617 3.95200 -0.1 -0.1 0.0
H -2.09045 1.25036 3.98592 0.1 0.0 -0.1
H -0.68484 0.17385 4.23304 -0.1 0.2 -0.2



[2]
45
Properties=species:S:1:pos:R:3:forces:R:3 method="wB97M-V/def2-TZVPD" e_homo_ev="-4.609 / -4.601" total_charge=-2 spin_multiplicity=3 total_energy_ha=-4447.2697 e_above_lowest_kcal_mol=18.4 e_lumo_ev="3.44 / 2.67"
Pd -25.12482 -10.05077 22.97945 0.5 -0.5 -0.2
Cl -22.24891 -8.01423 23.28665 0.1 1.2 0.1
O -22.81279 -9.31248 22.96312 -1.2 -1.4 -0.3
O -22.45963 -7.10509 22.18512 0.2 -0.2 -0.3
O -22.90718 -7.49487 24.43676 0.0 0.0 0.5
O -20.84653 -8.21471 23.50937 0.1 0.1 0.0
Cl -23.95081 -12.65771 24.96982 2.5 0.1 -0.1
O -22.74179 -13.37236 24.60490 -0.4 0.3 0.0
O -24.77102 -13.49803 25.74187 -1.1 -0.8 1.1
O -23.61656 -11.44050 25.64546 -0.2 0.1 0.1
O -24.66708 -12.33528 23.74707 -0.9 1.4 -1.6
Cl -28.17225 -10.69601 21.88584 -1.9 0.0 1.0
O -29.27397 -11.32106 22.57820 0.3 0.1 -0.5
O -28.41510 -10.65246 20.48119 -0.1 -0.1 -1.0
O -27.95912 -9.37782 22.38447 0.3 0.7 0.1
O -26.98213 -11.48423 22.13244 1.8 -0.2 0.4
N -28.42539 -8.39117 25.77195 3.9 2.7 -1.7
S -28.84336 -7.08629 24.90354 -3.0 0.4 -1.7
O -28.02808 -6.69941 23.76184 -0.1 -0.4 1.6
O -29.48639 -6.02521 25.65090 0.8 -0.8 -0.2
F -30.09627 -7.78307 24.16061 0.1 0.2 0.4
S -26.69598 -8.09414 25.64403 -0.3 -3.0 3.2
O -26.14855 -6.82759 26.02955 -0.8 -0.5 -0.6
O -25.97871 -8.86950 24.66329 -0.5 0.3 -0.2
F -26.45584 -9.02849 26.95958 0.1 0.7 -0.8
C -24.14228 -11.58273 17.66848 0.3 -1.0 -0.7
C -25.24212 -10.54351 17.61077 0.0 -0.2 -0.8
O -25.45680 -10.19771 18.96190 -0.6 0.3 -0.1
C -24.51232 -10.72710 19.71802 0.9 -0.2 0.6
O -24.33074 -10.51756 20.87411 -0.2 -0.3 0.3
O -23.68120 -11.52512 19.00837 0.0 0.1 -0.4
H -23.35978 -11.42816 16.92129 0.3 0.5 0.5
H -24.46038 -12.60102 17.42303 -0.4 0.0 0.5
H -26.13907 -10.96317 17.15754 -0.2 0.2 0.2
H -24.91717 -9.67053 17.04214 -0.1 0.1 0.2
C -26.59824 -5.61906 19.86834 1.8 0.3 -0.5
C -25.52267 -6.33053 19.03130 -1.7 -1.0 -1.3
O -24.97644 -7.29918 19.89324 0.6 0.6 -0.1
C -25.63417 -7.26683 21.07625 1.2 -0.4 -0.1
O -25.32411 -8.00270 21.95363 -0.7 -0.1 0.5
O -26.53356 -6.29855 21.10995 -1.0 0.2 0.2
H -27.55177 -5.65817 19.35288 -0.3 0.0 0.6
H -26.20683 -4.60916 19.99059 -0.7 0.2 0.4
H -24.87324 -5.63532 18.50054 0.7 -0.2 0.7
H -26.01403 -6.92128 18.24553 0.0 0.2 -0.1



[3]
33
Properties=species:S:1:pos:R:3:forces:R:3 method="wB97M-V/def2-TZVPD" e_homo_ev=-11.140 total_energy_ha=-4121.4415 e_above_lowest_kcal_mol=6.7 e_lumo_ev=0.22
Mg -0.28012 0.37581 0.66459 -0.1 -0.9 -0.5
C 2.85390 -1.07771 2.22940 -0.5 0.2 0.4
F 2.90433 -0.82807 3.53540 0.0 0.1 0.0
F 4.06168 -1.29302 1.77789 0.8 -0.2 -0.3
F 2.10262 -2.14348 2.02164 -0.2 -0.3 0.0
S 2.12686 0.35566 1.35194 0.2 1.1 -1.2
O 3.15286 1.33656 1.15591 -0.3 -0.6 0.5
O 1.53395 -0.19050 0.09896 0.9 -0.3 0.3
O 0.94303 0.74861 2.13571 0.8 0.4 1.0
C -2.30570 0.19333 3.77654 0.1 -0.3 0.6
F -2.34695 1.48548 4.05114 0.0 0.1 0.2
F -1.16858 -0.32955 4.23804 -0.3 0.2 0.0
F -3.33643 -0.42275 4.35642 0.2 0.1 0.0
S -2.40179 -0.04124 1.97232 1.3 0.0 -1.6
O -3.71862 -0.42716 1.64622 -0.8 -0.1 0.1
O -1.89484 1.22819 1.37290 -1.1 0.1 0.6
O -1.31852 -0.99401 1.62587 -0.9 -0.6 0.8
Cl 0.75620 -3.65039 -0.66926 -0.1 0.0 -0.1
C -0.46369 -3.59562 -1.96406 0.2 -0.1 0.0
C -0.60082 -2.23110 -2.57861 0.0 0.1 -0.3
Cl -1.12016 -1.00067 -1.37857 -0.6 -0.1 -0.5
H -1.41108 -3.93759 -1.55891 0.0 0.0 0.1
H -0.14529 -4.29167 -2.74120 0.0 0.0 0.0
H -1.38918 -2.24938 -3.33131 -0.1 0.0 0.1
H 0.29930 -1.86426 -3.06240 0.2 0.0 0.3
Cl -0.17264 2.31703 -0.72100 0.1 1.2 -0.1
C -0.20741 3.34593 -2.18644 -0.2 -0.4 -0.7
C 1.01595 3.11333 -3.03589 0.5 0.2 0.1
Cl 0.79413 1.74812 -4.15958 0.0 0.1 0.1
H -0.31196 4.37600 -1.86732 0.1 0.0 0.3
H -1.09359 3.03349 -2.73003 -0.1 0.2 0.0
H 1.88644 2.90178 -2.41849 0.0 -0.1 0.0
H 1.25611 4.00884 -3.60784 -0.2 -0.1 -0.2



[4]
18
Properties=species:S:1:pos:R:3:forces:R:3 method="wB97M-V/def2-TZVPD" e_homo_ev="-4.065 / -4.065" total_charge=-1 total_energy_ha=-878.1497 e_lumo_ev="0.55 / 0.55"
C 0.40984 -2.76409 1.13742 -1.3 -0.1 0.6
C -0.82810 -2.09798 0.90694 1.6 0.9 -0.4
C 1.41559 -1.86003 1.15976 -2.2 1.3 -1.1
C -0.44763 -0.81341 0.66006 -2.4 1.0 -0.1
C 1.64225 0.58739 0.59372 -1.8 0.3 4.1
C -2.62192 0.88892 0.53504 3.1 -2.4 -0.6
N 0.85161 -0.60214 0.79823 0.6 -1.6 0.2
N -3.22564 0.91160 -0.57567 -1.0 0.6 0.0
O -4.28845 1.54044 -0.92802 -0.5 0.6 0.6
Cl 4.34434 1.98960 -0.76239 0.0 0.0 0.0
H 0.43667 -3.79062 1.40640 0.4 -0.7 0.1
H -1.78954 -2.45703 0.93129 -1.8 -0.8 0.0
H 2.41986 -2.08742 1.27237 1.8 0.4 0.0
H 1.14034 1.26552 -0.03661 -0.2 0.7 -0.9
H 1.66178 0.98958 1.66707 0.5 0.3 -1.7
H 2.57490 0.25961 0.32092 2.3 0.1 -1.0
H -2.84865 1.42478 1.40264 -0.4 0.8 1.0
H -2.92622 0.38175 -1.34908 1.3 -1.2 -0.8



[5]
19
Properties=species:S:1:pos:R:3:forces:R:3 method="wB97M-V/def2-TZVPD" e_homo_ev="-12.096 / -12.096" total_charge=+1 total_energy_ha=-1276.2460 e_above_lowest_kcal_mol=0.0 e_lumo_ev="-4.57 / -4.57"
C -1.70159 -0.28896 0.32578 -0.1 0.2 0.8
C -2.45423 -0.05933 -0.81595 2.8 -1.2 -1.5
C -0.48917 -0.87780 0.07307 1.5 -0.6 0.9
C -1.75688 -0.48772 -1.96444 -0.9 0.6 -0.9
C 1.98895 0.42698 0.95131 -2.1 -1.6 0.2
C 0.58736 -1.27155 0.98128 -0.1 1.4 -0.4
N 2.37443 0.68153 -0.27040 -0.4 -2.0 1.6
N 1.84448 1.31125 1.91866 0.5 -0.5 -1.2
O -2.06574 -0.41097 -3.30999 1.1 -0.4 2.2
S -0.24861 -1.15617 -1.60477 0.1 -0.5 -0.3
Cl 0.14639 -1.15351 2.62674 0.0 -0.5 0.7
H -2.09745 0.00475 1.30625 0.5 -0.2 -0.4
H -3.17045 0.66012 -0.77074 -2.7 1.3 -0.4
H 1.13764 -2.18833 0.70793 0.2 0.9 0.3
H 2.51730 -0.08154 -0.88568 0.0 -0.5 -0.6
H 2.57760 1.54931 -0.59971 0.9 3.1 -1.1
H 1.58484 1.00834 2.83108 -0.4 -0.4 0.5
H 2.10832 2.27676 1.85072 0.2 0.4 -0.2
H -2.88318 0.05684 -3.35113 -1.2 0.6 -0.5



[6]
18
Properties=species:S:1:pos:R:3:forces:R:3 method="wB97M-V/def2-TZVPD" e_homo_ev=-9.158 total_energy_ha=-898.7432 e_above_lowest_kcal_mol=85.8 e_lumo_ev=0.66
C -2.00407 -0.90024 0.16994 -1.0 1.6 -0.1
C -0.87431 -1.44518 -0.22941 0.5 0.2 0.3
C -1.67670 0.24099 1.06544 -1.2 -1.4 -0.1
C -0.66440 -2.65039 -1.04533 1.5 0.5 0.6
C 1.67046 2.43555 -0.67333 -0.2 1.6 1.5
C 2.28401 1.87194 0.40918 -0.8 -1.5 -3.6
N -0.33550 0.26510 0.95171 1.9 3.8 3.0
O -2.38370 0.90688 1.80064 0.4 0.4 -0.4
O 0.21595 -0.77701 0.31069 0.2 -1.6 -1.2
Cl 3.21394 2.62387 1.59012 0.3 0.7 0.6
H -2.94301 -0.99920 -0.33559 -0.4 -0.5 0.4
H -0.13820 -2.37869 -1.95834 0.1 -0.3 -0.1
H -1.62388 -3.06633 -1.26722 -0.4 -0.5 -0.1
H -0.02724 -3.30056 -0.41505 -0.4 -0.2 -0.7
H 0.31422 0.94309 1.49978 -1.5 -2.1 -1.5
H 1.51682 3.54556 -0.85940 0.8 -1.3 0.8
H 1.04151 1.93796 -1.40190 0.5 -0.9 0.3
H 2.41410 0.74667 0.38805 -0.4 1.4 0.3



[7]
17
Properties=species:S:1:pos:R:3:forces:R:3 method="wB97M-V/def2-TZVPD" e_homo_ev="-13.217 / -12.879" total_charge=+1 total_energy_ha=-1089.3571 e_above_lowest_kcal_mol=2.8 e_lumo_ev="-6.49 / -7.22"
C 0.34558 0.52564 -0.96890 -1.2 -0.1 -1.0
C 0.36585 -0.42017 1.20377 -1.2 1.0 -2.3
C -1.17209 0.67007 -0.84371 2.6 0.7 2.8
C -0.97006 -0.65177 1.15826 0.4 0.1 0.0
C 1.06815 0.00742 0.03056 -1.4 0.1 -0.7
C 2.50743 -0.12694 -0.01877 1.1 -0.5 1.6
N -1.72722 -0.36823 0.00166 0.7 -1.4 2.8
P -3.04845 -1.42102 -0.25355 0.8 2.4 -0.5
Cl -1.06593 2.45440 -0.07009 -1.0 -1.5 -0.4
H 0.85603 1.00853 -1.79503 -0.4 0.0 -0.1
H 0.91605 -0.38912 2.07364 0.9 -0.7 2.1
H -1.85483 0.70607 -1.59552 -1.0 0.8 -2.9
H -1.42792 -1.10595 2.02336 -0.6 0.1 -0.2
H 2.70418 -0.92523 0.68995 0.7 -0.4 -0.3
H 2.99477 -0.29376 -0.94791 -0.1 -0.4 -1.0
H 3.02775 0.70050 0.41190 0.2 1.0 0.4
H -3.51929 -0.37044 -1.09963 -0.6 -0.8 -0.4



[8]
16
Properties=species:S:1:pos:R:3:forces:R:3 method="wB97M-V/def2-TZVPD" e_homo_ev=-9.220 total_energy_ha=-433.0405 e_above_lowest_kcal_mol=51.8 e_lumo_ev=0.35
C 0.98405 -0.72338 1.57482 2.5 2.8 3.9
C 0.47293 0.73395 1.12073 1.3 -3.6 -2.1
C 0.63261 1.00771 -0.40234 1.0 -0.2 1.7
C -0.05136 0.81716 -1.54996 3.0 2.1 1.4
C -1.25555 0.12401 -1.73338 -3.7 -2.0 0.0
C -1.56295 -0.97255 -0.94654 4.2 3.2 -0.8
H 0.72253 -1.40698 0.88185 -0.7 -2.6 -1.9
H -0.52938 0.49839 1.24783 -2.3 0.2 0.7
H 0.83029 1.43391 1.81493 0.5 1.3 0.5
H 1.58844 1.43725 -0.59829 0.6 0.6 0.1
H 0.60097 1.42253 -2.22101 -1.6 -1.1 -1.0
H -2.05708 0.49382 -2.50053 1.7 -0.8 1.4
H -0.79133 -1.38989 -0.25298 -1.0 0.4 -0.8
H -2.40531 -1.48764 -1.11930 -3.0 -1.8 -0.3
F 0.39336 -1.00186 2.83176 0.6 0.3 -1.9
F 2.42779 -0.98641 1.85242 -3.0 1.2 -1.0